1.
{"formula": "C4H11N3O2", "method": "ωB97M-V/def2-TZVPD", "elements": ["O", "O", "N", "N", "N", "C", "C", "C", "C", "H", "H", "H", "H", "H", "H", "H", "H", "H", "H", "H"], "positions_angstrom": [[1.7835, -1.1273, -1.2453], [0.4911, 1.1320, 1.4020], [-0.8210, -0.3849, 0.2264], [-0.7685, -1.6758, -0.3835], [0.8270, 2.2999, -0.7782], [1.5863, 0.0662, -0.5525], [1.0802, 1.1718, -1.3583], [0.5087, -0.0330, 0.7680], [-1.8640, -0.2937, 1.2407], [0.3143, 2.9881, -1.3171], [-2.8367, -0.4159, 0.7615], [-1.5685, -1.7598, -1.0029], [0.5635, 2.0074, 0.4857], [-1.8123, 0.6871, 1.7063], [0.7317, 0.9369, -2.3645], [0.9182, -1.5825, -1.2515], [-1.7506, -1.0609, 2.0248], [2.5071, 0.3352, -0.0303], [-0.8331, -2.4209, 0.3187], [0.9431, -0.8696, 1.3500]], "forces_ev_per_a": [[-0.1, 0.0, -0.3], [-0.1, 1.6, -0.7], [-0.1, 0.0, 0.1], [-0.1, 0.0, 0.1], [0.1, -0.5, -0.1], [-0.4, -0.4, 1.6], [-0.9, 0.7, 0.3], [0.9, -0.3, -1.9], [0.1, 0.0, 0.0], [0.0, -0.1, -0.2], [0.0, 0.0, 0.0], [0.1, 0.0, 0.1], [0.3, -1.5, 1.0], [0.0, 0.0, 0.0], [0.3, 0.2, -0.2], [0.1, 0.0, 0.1], [0.0, 0.0, 0.0], [0.0, 0.1, -0.1], [0.0, 0.1, -0.1], [-0.2, 0.1, 0.1]], "de_lowest_kcal_mol": 81.61, "charge": 0, "gap_ev": 9.23, "e_tot_ha": -473.6727, "homo_energy_ha": -0.31561}

---

2.
{"formula": "C4H11N3O2", "method": "ωB97M-V/def2-TZVPD", "elements": ["O", "O", "N", "N", "N", "C", "C", "C", "C", "H", "H", "H", "H", "H", "H", "H", "H", "H", "H", "H"], "positions_angstrom": [[0.1351, 0.8731, -1.9078], [-1.1213, -0.9590, 1.6744], [1.3627, -0.4450, 1.2119], [-1.5982, 0.9732, 0.6097], [0.4317, -0.1016, 0.1674], [2.3193, 1.0150, -0.9645], [-0.9950, -0.3180, 0.4191], [-1.7202, -1.1683, -0.6160], [0.8728, 0.5780, -0.9701], [-1.2663, -2.1640, -0.6799], [-1.7165, -0.7289, -1.6168], [-0.9407, 1.4914, 1.1918], [2.9851, 0.1530, -1.0406], [1.7170, -1.3787, 0.9835], [-2.7658, -1.3252, -0.3225], [-1.9571, -0.5771, 1.9963], [2.5344, 1.5891, -0.0581], [-1.5482, 1.4425, -0.2991], [0.7757, -0.6247, 2.0408], [2.4955, 1.6753, -1.8195]], "forces_ev_per_a": [[0.0, -0.4, 0.9], [-0.1, 0.0, 0.2], [-0.3, -0.4, -0.3], [-0.4, 0.7, -0.8], [1.1, -0.4, -0.7], [0.1, 0.2, -0.1], [-0.6, -0.1, 0.1], [-0.1, -0.2, -0.5], [-0.2, 0.1, 0.5], [0.1, 0.3, 0.1], [0.1, 0.1, 0.2], [-0.3, 0.0, 0.1], [0.1, 0.1, 0.2], [0.0, 0.3, 0.0], [0.3, 0.2, 0.1], [0.3, -0.3, 0.1], [0.1, -0.4, 0.0], [-0.3, 0.0, 0.2], [0.4, 0.4, -0.5], [-0.2, -0.3, 0.1]], "de_lowest_kcal_mol": 35.13, "charge": 0, "gap_ev": 9.87, "smiles": "CC(=O)N(N)[C@](C)(N)O", "e_tot_ha": -473.7468, "homo_energy_ha": -0.33399}

---

3.
{"formula": "C4H11N3O2", "method": "ωB97M-V/def2-TZVPD", "elements": ["O", "O", "N", "N", "N", "C", "C", "C", "C", "H", "H", "H", "H", "H", "H", "H", "H", "H", "H", "H"], "positions_angstrom": [[-2.4084, 1.7467, -1.5982], [-2.6528, 0.9466, -3.6744], [2.3739, 0.5019, 1.5700], [0.1891, 0.3248, 0.6255], [0.9375, -1.1854, 2.2043], [-0.5646, 0.6382, -2.4740], [1.0963, -0.0417, 1.4359], [-0.0668, -2.1627, 1.8378], [-1.9814, 1.0765, -2.6990], [-0.0368, 1.5017, -2.0887], [-2.9878, 2.5092, -1.6678], [-0.8241, -1.7913, 1.1666], [0.0494, 0.3804, -3.3387], [-0.5488, -2.5318, 2.7500], [0.3649, -3.0386, 1.3602], [-0.4540, -0.1930, -1.7979], [1.8240, -1.6051, 2.4338], [2.7305, 0.3154, 2.4984], [0.5198, 1.1213, 0.0881], [2.4401, 1.4869, 1.3682]], "forces_ev_per_a": [[0.8, -0.1, 1.2], [-0.1, -0.2, -0.6], [0.0, 0.0, 0.6], [0.1, 0.3, -0.2], [0.1, 0.4, -0.2], [1.0, 0.1, -0.5], [0.0, -0.9, -0.5], [-0.2, -0.8, 0.7], [-0.1, 0.6, 0.0], [0.0, 0.1, 0.6], [-0.5, -0.4, -0.8], [0.0, 0.5, 0.0], [-0.9, -0.1, -0.5], [-0.1, 0.1, -0.2], [0.3, -0.1, -0.2], [-0.3, 0.0, 0.6], [0.0, 0.0, 0.1], [0.2, 0.1, -0.1], [-0.2, 0.1, 0.1], [-0.1, 0.0, -0.1]], "de_lowest_kcal_mol": 24.52, "charge": 0, "gap_ev": 9.72, "smiles": "[H]/N=C(\\N)NC.CC(=O)O", "e_tot_ha": -473.7637, "homo_energy_ha": -0.33167}

---

4.
{"formula": "C4H11N3O2", "method": "ωB97M-V/def2-TZVPD", "elements": ["O", "O", "N", "N", "N", "C", "C", "C", "C", "H", "H", "H", "H", "H", "H", "H", "H", "H", "H", "H"], "positions_angstrom": [[0.3788, -1.3219, -1.9525], [-1.8243, -1.3315, -1.4901], [0.8981, 2.2910, 1.5681], [0.4999, 1.7485, -0.7077], [-0.4356, 0.4707, 0.9154], [0.3671, 1.5280, 0.5587], [-0.8251, -1.8869, -1.8878], [0.7138, 1.9726, 2.9820], [-0.8429, -3.2404, -2.5259], [0.3431, 2.8421, 3.5132], [-0.0751, -3.9055, -2.1470], [-1.8309, -3.6737, -2.4139], [-0.7186, -3.0779, -3.5993], [1.8562, 2.5165, 1.3513], [0.0269, 1.1451, 3.1174], [1.3985, 2.1332, -0.9564], [-0.9740, 0.0444, 0.1734], [0.4684, -0.4498, -1.5263], [-1.0878, 0.6160, 1.6772], [1.6635, 1.5796, 3.3501]], "forces_ev_per_a": [[0.7, -0.4, 0.1], [0.4, 0.0, 0.5], [0.4, -0.3, 0.3], [0.8, -1.5, 0.0], [-1.2, 0.0, 0.9], [-0.9, -0.1, -1.1], [-0.5, 0.5, -0.4], [0.5, -0.6, -0.5], [-0.4, 0.0, -0.3], [0.2, 0.0, 0.2], [0.1, 0.0, -0.1], [0.0, -0.1, 0.3], [0.3, -0.1, 0.0], [-0.1, 0.5, -0.1], [-0.2, 0.1, 0.0], [0.0, 0.9, 0.0], [0.3, 0.2, -0.6], [-0.6, 0.4, 0.0], [0.3, 0.0, 0.2], [-0.1, 0.4, 0.5]], "de_lowest_kcal_mol": 17.21, "charge": 0, "gap_ev": 9.72, "smiles": "[H]/N=C(/N)NC.CC(=O)O", "e_tot_ha": -473.7753, "homo_energy_ha": -0.32951}

---

5.
{"formula": "C4H11N3O2", "method": "ωB97M-V/def2-TZVPD", "elements": ["O", "O", "N", "N", "N", "C", "C", "C", "C", "H", "H", "H", "H", "H", "H", "H", "H", "H", "H", "H"], "positions_angstrom": [[-2.2351, -0.6810, -0.1213], [-0.7968, -0.8565, 1.6129], [0.8545, -0.0787, -0.9272], [2.2791, -0.3011, 0.8505], [2.9097, 1.1824, -0.9287], [-1.9066, -0.7398, 1.2092], [0.4195, 0.5855, -2.1339], [1.9324, 0.2904, -0.3599], [-3.2118, -0.7198, 1.9487], [-1.5086, -0.6032, -0.7556], [-0.6690, 0.7716, -1.9600], [2.8267, 1.4380, -1.8893], [3.1967, -0.0374, 1.1693], [0.7740, 1.5866, -2.2918], [-3.1604, 0.0630, 2.7107], [-3.1569, -1.5957, 2.6099], [3.3922, 1.8478, -0.3446], [0.3564, -0.1693, -2.9298], [1.8812, -1.1843, 1.1049], [-4.1771, -0.7986, 1.4259]], "forces_ev_per_a": [[-0.4, 0.2, -0.1], [0.3, 0.1, 0.8], [0.5, 0.4, -0.2], [0.8, 1.6, -0.7], [-0.6, -1.0, 1.4], [-1.2, -0.1, -2.4], [-2.4, -1.1, 1.0], [0.5, -0.3, -0.5], [0.2, -0.8, 2.1], [0.7, -0.2, 0.7], [0.4, 0.1, -0.2], [-0.3, 0.1, -0.1], [-0.1, -0.6, 0.2], [0.8, 0.3, -0.7], [-0.3, 0.3, -0.4], [-0.1, -0.1, -0.2], [-0.2, -0.2, 0.0], [0.8, 0.7, -0.4], [-0.3, 0.1, 0.0], [0.8, 0.5, -0.2]], "de_lowest_kcal_mol": 28.41, "charge": 0, "gap_ev": 9.38, "smiles": "CN=C(N)N.CC(=O)O", "e_tot_ha": -473.7575, "homo_energy_ha": -0.31244}

---

6.
{"formula": "C4H11N3O2", "method": "ωB97M-V/def2-TZVPD", "elements": ["O", "O", "N", "N", "N", "C", "C", "C", "C", "H", "H", "H", "H", "H", "H", "H", "H", "H", "H", "H"], "positions_angstrom": [[-0.6693, 2.0967, 0.2975], [-0.3426, -0.5002, 1.4716], [-0.1791, -1.0249, -0.1810], [1.3562, 1.5505, 1.2247], [0.6309, -1.1962, 2.2125], [0.0977, 0.6728, -2.0615], [0.5071, 0.0988, -0.7109], [-1.5593, -1.1756, -0.6053], [0.2449, 1.3208, 0.4536], [-2.1397, -0.2562, -0.4768], [1.7343, 0.7167, 1.6682], [1.2562, 2.3376, 1.8525], [-0.9309, 1.0380, -2.0572], [0.7424, 1.5195, -2.3105], [-2.0335, -1.9717, -0.0284], [0.9882, -1.8792, 1.5419], [-1.5880, -1.4559, -1.6654], [1.5835, -0.0906, -0.6834], [0.2030, -0.0820, -2.8466], [0.0980, -1.7187, 2.9047]], "forces_ev_per_a": [[0.1, -0.4, 0.4], [-0.5, -1.2, -2.6], [-0.8, -0.5, 2.5], [0.0, -0.1, 0.2], [0.1, -0.2, -0.2], [-0.2, -0.4, 0.0], [0.3, 2.8, 1.7], [-0.4, 0.2, 0.3], [0.9, 0.0, -2.6], [0.0, 0.0, 0.0], [0.0, 0.2, -0.1], [-0.1, -0.1, 0.0], [0.1, 0.0, 0.1], [0.0, -0.2, 0.1], [0.2, 0.1, -0.1], [0.1, -0.1, 0.2], [0.2, 0.1, 0.2], [-0.1, -0.1, -0.1], [0.0, 0.1, 0.0], [0.1, -0.1, -0.1]], "de_lowest_kcal_mol": 119.53, "charge": 0, "gap_ev": 9.52, "e_tot_ha": -473.6123, "homo_energy_ha": -0.32740}

---

7.
{"formula": "C4H11N3O2", "method": "ωB97M-V/def2-TZVPD", "elements": ["O", "O", "N", "N", "N", "C", "C", "C", "C", "H", "H", "H", "H", "H", "H", "H", "H", "H", "H", "H"], "positions_angstrom": [[0.3263, 0.8041, -1.7336], [1.6868, 1.6296, -0.1765], [-0.3662, -2.9742, 1.4497], [-0.8447, -0.6098, 1.6641], [0.9086, -1.3499, 0.3558], [1.2984, 1.6885, -1.3134], [-0.1122, -1.7426, 1.2543], [-2.2933, -0.7806, 1.5776], [1.4566, 2.7092, -2.3139], [-2.5104, -0.6986, 0.5166], [-0.5360, 0.3241, 1.6207], [-1.1329, -3.2566, 2.0296], [2.6060, 2.6480, -2.4142], [1.2411, -2.1011, -0.2227], [0.9393, 3.6648, -2.2550], [-2.5507, -1.7996, 1.7756], [1.1178, 2.3965, -3.3270], [0.0862, 0.0610, -1.1771], [-2.8074, -0.0663, 2.2194], [1.4866, -0.5463, 0.4700]], "forces_ev_per_a": [[0.4, 0.8, -1.6], [1.2, 0.3, -0.2], [1.0, 0.3, -0.8], [-1.1, -2.4, 1.4], [-0.9, -1.4, -0.2], [-4.3, -2.1, 2.0], [0.2, 1.6, -0.6], [0.9, 0.4, -0.6], [2.9, 0.0, -3.3], [-0.9, 0.6, -0.2], [0.9, 0.7, -0.6], [-0.4, 0.5, 0.2], [-1.5, 1.5, 0.0], [0.5, -0.1, 0.3], [0.7, 0.1, 1.1], [-0.3, -0.4, 0.8], [0.1, -0.5, 0.9], [0.6, -0.3, 1.1], [-0.2, -0.2, -0.2], [0.1, 0.5, 0.3]], "de_lowest_kcal_mol": 39.11, "charge": 0, "gap_ev": 9.58, "smiles": "[H]/N=C(/N)NC.CC(=O)O", "e_tot_ha": -473.7404, "homo_energy_ha": -0.32703}

---

8.
{"formula": "C4H11N3O2", "method": "ωB97M-V/def2-TZVPD", "elements": ["O", "O", "N", "N", "N", "C", "C", "C", "C", "H", "H", "H", "H", "H", "H", "H", "H", "H", "H", "H"], "positions_angstrom": [[-0.1148, 1.7383, 0.2625], [-1.9988, 0.5922, 0.1487], [1.3798, -0.4812, -0.1651], [-0.6310, -1.5197, -0.1040], [1.3309, -2.8122, 0.1191], [2.7652, -0.4286, -0.5168], [-2.2354, 2.9661, 0.1659], [-1.3307, 1.7381, 0.1691], [0.6627, -1.5988, -0.0681], [-1.9389, 3.6636, 0.9345], [3.1385, 0.5803, -0.3636], [-3.2743, 2.6380, 0.1722], [0.8513, -3.6858, 0.0585], [-1.0846, -2.3899, 0.1061], [-1.3951, -0.1983, 0.0662], [0.8719, 0.3773, -0.2742], [3.4069, -1.1287, 0.0033], [2.0714, -2.7666, 0.8020], [2.9855, -0.7976, -1.5548], [-2.0266, 3.3508, -0.8335]], "forces_ev_per_a": [[0.0, 1.1, -0.4], [-1.2, 2.1, -0.2], [1.2, -0.5, -0.1], [0.3, 0.0, -0.4], [1.0, 1.1, -0.1], [0.9, -0.9, -1.3], [0.7, -1.2, -1.1], [-0.6, -1.3, 1.2], [-1.3, -1.2, 0.4], [-0.1, 0.2, 0.1], [0.0, -0.1, -0.1], [0.1, 0.2, 0.4], [-0.5, 0.0, 0.1], [-0.1, -0.3, 0.1], [0.6, -0.9, -0.2], [-0.5, 0.4, 0.3], [-0.1, 0.0, 0.9], [0.1, -0.2, -0.2], [-0.5, 0.8, 0.3], [-0.2, 0.6, 0.1]], "de_lowest_kcal_mol": 6.33, "charge": 0, "gap_ev": 9.62, "smiles": "[H]/N=C(\\N)NC.CC(=O)O", "e_tot_ha": -473.7927, "homo_energy_ha": -0.32399}

---

Q: charge of number 1 (C4H11N3O2)?
A: 0

---

Q: charge of number 6 (C4H11N3O2)?
A: 0

---

What did the first record say?
{"formula": "C4H11N3O2", "method": "ωB97M-V/def2-TZVPD", "elements": ["O", "O", "N", "N", "N", "C", "C", "C", "C", "H", "H", "H", "H", "H", "H", "H", "H", "H", "H", "H"], "positions_angstrom": [[1.7835, -1.1273, -1.2453], [0.4911, 1.1320, 1.4020], [-0.8210, -0.3849, 0.2264], [-0.7685, -1.6758, -0.3835], [0.8270, 2.2999, -0.7782], [1.5863, 0.0662, -0.5525], [1.0802, 1.1718, -1.3583], [0.5087, -0.0330, 0.7680], [-1.8640, -0.2937, 1.2407], [0.3143, 2.9881, -1.3171], [-2.8367, -0.4159, 0.7615], [-1.5685, -1.7598, -1.0029], [0.5635, 2.0074, 0.4857], [-1.8123, 0.6871, 1.7063], [0.7317, 0.9369, -2.3645], [0.9182, -1.5825, -1.2515], [-1.7506, -1.0609, 2.0248], [2.5071, 0.3352, -0.0303], [-0.8331, -2.4209, 0.3187], [0.9431, -0.8696, 1.3500]], "forces_ev_per_a": [[-0.1, 0.0, -0.3], [-0.1, 1.6, -0.7], [-0.1, 0.0, 0.1], [-0.1, 0.0, 0.1], [0.1, -0.5, -0.1], [-0.4, -0.4, 1.6], [-0.9, 0.7, 0.3], [0.9, -0.3, -1.9], [0.1, 0.0, 0.0], [0.0, -0.1, -0.2], [0.0, 0.0, 0.0], [0.1, 0.0, 0.1], [0.3, -1.5, 1.0], [0.0, 0.0, 0.0], [0.3, 0.2, -0.2], [0.1, 0.0, 0.1], [0.0, 0.0, 0.0], [0.0, 0.1, -0.1], [0.0, 0.1, -0.1], [-0.2, 0.1, 0.1]], "de_lowest_kcal_mol": 81.61, "charge": 0, "gap_ev": 9.23, "e_tot_ha": -473.6727, "homo_energy_ha": -0.31561}